1.
99
Properties=species:S:1:pos:R:3:forces:R:3 method="wB97M-V/def2-TZVPD" e_lumo_ev="-0.017 / -2.256" relative_energy_kcal_mol=0.00 e_tot_ha=-6327.3907 homo_energy_ev="-8.58 / -8.47" multiplicity=2
Cu 1.76355 -1.26224 -1.67429 -1.122 1.013 1.547
O 1.87360 -1.17284 0.44697 -0.863 -0.166 -1.573
C 0.86962 -0.29255 0.85263 1.274 1.017 0.294
C -0.16894 0.24284 -0.17046 -0.889 -0.371 -0.250
O 0.13006 0.21459 -1.53476 1.712 -0.928 0.490
H 1.36326 0.61432 1.25205 -0.057 -0.046 -0.264
H 0.34787 -0.61776 1.76672 -0.474 -0.476 -0.189
H -0.39042 1.29766 0.05758 0.184 0.221 0.011
H -1.16125 -0.21212 -0.03612 0.003 -0.438 0.135
O 2.73463 -6.34465 1.13015 -0.783 1.649 0.181
S 2.18354 -5.00187 1.06592 0.280 -0.731 1.910
O 1.62696 -4.56580 -0.18836 0.190 0.175 0.501
O 1.06164 -4.87609 2.25879 1.021 -0.290 -0.924
C 0.20568 -3.71684 2.20937 -0.749 -0.216 0.056
C -1.13674 -4.15490 2.77738 -0.774 0.501 -0.757
C 3.38820 -3.82189 1.77688 0.335 0.041 -1.848
H 0.18626 -3.39250 1.16632 -0.433 0.045 0.131
H 0.53389 -2.84220 2.78113 0.730 -0.387 0.096
H -1.23158 -4.19670 3.86059 0.512 0.005 0.042
H -1.47944 -5.10845 2.37704 0.229 -0.057 -0.088
H -1.87146 -3.41213 2.44259 -0.039 -0.018 0.120
H 3.17634 -3.36393 2.73600 -0.498 -0.519 0.101
H 3.42821 -3.01504 1.03908 -0.066 0.065 0.127
H 4.34196 -4.34523 1.76659 -0.036 -0.063 0.199
O 4.86371 2.28817 -1.78886 0.348 -1.341 0.310
S 4.64162 0.98697 -1.21060 -0.811 1.143 0.679
O 3.70609 0.09575 -1.87467 0.811 -0.184 0.006
O 6.08172 0.27812 -0.96817 -1.377 0.662 -0.399
C 6.03832 -1.06683 -0.44571 0.246 -0.739 -0.030
C 6.97459 -1.20699 0.72464 0.796 -0.539 0.252
C 4.04971 1.19140 0.49152 0.902 -0.338 -1.198
H 6.39317 -1.73907 -1.22831 -0.073 0.204 -0.193
H 5.01778 -1.38291 -0.22131 -0.045 0.209 0.069
H 7.96604 -0.82332 0.47459 -0.174 0.393 -0.007
H 7.19387 -2.26676 0.88909 -0.376 -0.079 -0.026
H 6.65989 -0.81246 1.68956 -0.226 0.309 -0.208
H 4.67038 1.96387 0.93729 0.023 -0.077 0.115
H 4.20136 0.20005 0.90889 -0.357 0.137 0.486
H 3.00383 1.47375 0.46644 0.072 -0.179 -0.201
O -2.27061 4.05579 3.09176 0.080 0.345 0.832
S -1.30910 5.11567 2.95869 0.893 0.012 -1.849
O -0.79344 5.93007 4.01910 -0.670 -0.590 0.267
O 0.00006 4.43923 2.22522 -0.978 1.279 0.339
C 0.39086 3.17369 2.70260 0.211 -1.226 1.137
C 1.83268 2.93534 2.33114 -0.187 -0.163 -0.928
C -1.81266 6.20771 1.60800 0.449 -0.979 1.226
H -0.33354 2.41801 2.37362 0.338 0.030 -0.342
H 0.40786 3.07876 3.80013 -0.562 0.547 -0.082
H 2.01764 3.25366 1.30111 0.034 0.200 0.098
H 2.03289 1.86152 2.32644 0.138 0.270 0.547
H 2.48116 3.47899 3.01288 0.160 -0.050 -0.088
H -1.10078 7.01828 1.72977 -0.103 0.172 -0.676
H -2.83633 6.51138 1.80594 0.016 0.065 0.066
H -1.75874 5.58408 0.72111 0.094 0.359 -0.231
O 0.40720 -2.66960 -2.50940 0.180 0.463 -0.652
S -0.97766 -2.92810 -2.82970 -2.752 -1.716 0.750
O -1.88180 -2.04840 -3.51863 1.537 -0.299 0.258
O -1.08018 -4.34099 -3.58634 0.492 0.665 -0.453
C -0.04032 -5.34150 -3.36354 0.263 0.004 0.600
C -0.49294 -6.68613 -3.89689 -1.068 0.062 0.746
C -1.82901 -3.48384 -1.31718 1.400 0.814 0.151
H 0.15396 -5.38180 -2.29053 0.042 -0.123 0.041
H 0.87364 -4.97988 -3.82866 -0.011 -0.083 -0.205
H -0.86643 -6.59019 -4.91362 0.587 -0.315 -0.254
H -1.34241 -7.09707 -3.33746 -0.188 0.584 0.131
H 0.23010 -7.47097 -3.67904 0.535 0.292 -0.740
H -2.30779 -2.63679 -0.82991 -0.265 0.000 -0.293
H -1.03163 -3.80165 -0.64186 -0.084 -0.316 -0.088
H -2.48472 -4.30058 -1.58487 -0.220 0.132 -0.023
O -3.91786 2.83888 -4.87158 -0.066 0.666 0.218
S -2.66485 2.30883 -4.46961 1.800 -0.719 0.034
O -1.78793 1.71092 -5.44767 -0.551 0.258 0.455
O -1.78565 3.44713 -3.70201 -1.121 0.164 -1.002
C -0.44638 3.15938 -3.36158 1.636 -0.472 1.619
C 0.04829 4.19690 -2.33745 0.042 0.070 -0.553
C -2.87128 1.19273 -3.11570 -0.528 0.209 0.324
H 0.31037 3.11321 -4.14704 -0.729 0.333 -0.764
H -0.32693 2.17387 -2.89982 -0.574 -0.070 0.067
H 0.91737 3.80804 -1.80462 -0.038 -0.157 -0.017
H -0.70700 4.48373 -1.60785 -0.125 -0.131 -0.054
H 0.39712 5.08587 -2.86420 -0.191 0.157 0.105
H -3.75854 0.57806 -3.25592 0.300 -0.285 -0.498
H -3.11499 1.77287 -2.22467 0.339 0.201 -0.024
H -1.93856 0.64563 -3.02069 -0.174 -0.250 0.171
O -3.77096 3.49519 0.26290 -0.560 -0.592 -0.539
S -5.00077 2.75597 0.43372 0.697 0.564 1.432
O -5.89611 2.47912 -0.65422 0.715 0.028 1.027
O -4.62683 1.32287 1.13628 -0.847 0.551 -1.095
C -3.53546 1.31003 2.04954 1.891 0.073 0.428
C -3.21850 -0.11732 2.51730 -1.050 0.549 -0.522
C -5.82981 3.59390 1.82214 -0.947 -1.021 -0.216
H -3.75370 1.96483 2.89323 -0.011 -0.090 0.044
H -2.62991 1.68478 1.56530 -0.278 0.402 -0.101
H -4.22382 -0.51483 2.67564 0.400 -0.776 0.370
H -2.59292 -0.13594 3.40651 -0.315 0.257 0.259
H -2.66026 -0.69068 1.77782 -0.336 0.010 -0.284
H -5.25539 3.56591 2.74505 0.495 0.018 -0.337
H -6.73887 3.02000 2.01761 -0.018 0.022 -0.119
H -6.13533 4.61202 1.59753 0.338 -0.007 -0.414

***

2.
83
Properties=species:S:1:pos:R:3:forces:R:3 method="wB97M-V/def2-TZVPD" e_lumo_ev="-0.039 / 0.161" e_tot_ha=-4122.1643 homo_energy_ev="-4.23 / -4.44" multiplicity=4
C 5.42921 1.21375 -2.23550 -0.447 -0.645 0.164
C 4.13292 0.82648 -1.90614 0.307 0.415 -0.824
N 3.47267 1.25218 -0.78195 1.003 -0.327 0.094
C 4.28503 1.85919 0.14505 0.601 0.083 0.645
C 5.61157 2.19665 -0.08557 -0.635 0.040 0.095
C 6.18428 1.91143 -1.31046 0.483 0.187 -0.231
C 3.46218 -0.09050 -2.89870 0.202 0.047 0.068
P 1.70337 -0.55058 -2.57722 0.620 1.238 -1.478
Er 1.14579 1.34608 -0.55552 0.058 -1.631 1.159
P 2.28196 1.12052 2.03483 0.882 0.424 -0.785
C 3.77686 2.11411 1.54915 -0.241 0.230 0.315
O 4.96873 -3.38987 -2.34028 -0.152 1.365 1.004
O 5.28188 -2.05324 1.15675 -0.378 -1.597 -0.435
H 5.83947 0.87273 -3.19738 -0.147 0.240 0.549
H 6.14836 2.71762 0.70877 -0.045 -0.272 -0.267
H 7.20555 2.17808 -1.52569 0.141 0.118 -0.030
C 1.26890 0.59551 -3.96583 -0.831 -0.296 -0.423
C 1.62214 -2.18589 -3.45223 -0.306 -0.246 0.225
H 4.55143 1.84666 2.29431 -0.053 0.403 -0.551
H 3.53433 3.18221 1.70423 0.068 -0.326 -0.178
H 3.96111 -1.04203 -2.90056 0.750 -0.505 0.213
H 3.61579 0.29633 -3.93920 -0.320 -0.267 0.887
C 1.61790 2.23229 3.31867 -0.037 -0.089 0.460
C 3.18128 -0.15615 3.02052 -0.354 -0.109 0.159
H 4.33748 -1.84639 1.23309 0.260 -0.098 -0.231
H 5.27447 -3.02914 0.95297 0.153 1.474 0.329
H 4.21590 -3.11246 -1.72794 1.888 -0.220 -1.075
H 5.71759 -2.72231 -2.26481 -1.718 -1.113 0.213
H 0.67014 2.74776 -1.69279 -0.339 1.237 -0.691
H 1.06529 -0.63717 -0.11776 1.891 -0.403 -0.372
H 1.73582 0.19675 -4.88867 -0.452 0.320 0.241
H 0.17606 0.65976 -4.04239 0.213 0.260 -0.361
H 1.69921 1.58622 -3.73689 -0.404 -0.396 -0.046
H 1.66740 -2.05824 -4.54751 0.029 0.099 0.483
H 2.44485 -2.85745 -3.15188 -0.356 0.341 -0.013
H 0.66608 -2.66823 -3.20101 0.305 0.036 -0.111
H 3.74803 0.34280 3.81626 -0.168 -0.074 -0.015
H 2.47366 -0.86943 3.45474 0.139 0.062 -0.018
H 3.91182 -0.69990 2.41385 -0.317 0.351 0.130
H 2.26911 2.20099 4.20806 -0.366 0.176 -0.159
H 1.58581 3.25785 2.91531 -0.084 -0.409 0.173
H 0.59738 1.90851 3.57567 0.330 0.179 0.065
C -2.71323 0.96470 3.85284 0.016 0.177 0.267
Si -3.08051 1.39841 2.05888 0.072 -0.471 -0.401
C -4.92342 1.73147 1.85075 -0.211 0.422 0.250
C -2.08888 2.91086 1.53268 0.039 0.423 0.194
Si -2.54407 -0.37315 0.64624 0.313 -0.536 0.778
Te -0.06920 -1.09958 1.08229 -2.170 0.122 0.274
Si -3.66035 -2.31767 1.32901 -0.087 0.496 -0.292
C -5.52363 -2.03969 1.29207 -0.339 -0.366 0.128
C -3.22013 -3.68560 0.11110 -0.011 -0.371 0.072
C -3.18093 -2.80116 3.08548 0.047 -0.212 0.140
Si -3.02132 0.12870 -1.56848 0.108 -0.006 0.267
C -4.90002 0.13960 -1.71425 -0.229 0.010 -0.367
C -2.37546 1.82854 -2.06139 0.037 0.030 -0.188
C -2.28323 -1.20429 -2.66977 -0.073 -0.086 -0.451
H -2.80837 1.87225 4.47137 0.012 -0.246 -0.082
H -1.69462 0.57340 3.98660 -0.217 0.073 -0.106
H -3.41375 0.21503 4.24891 0.161 0.199 -0.157
H -5.20329 2.54549 2.53980 -0.080 -0.154 -0.191
H -5.18081 2.05717 0.83267 0.132 -0.068 0.258
H -5.55050 0.86239 2.09427 0.261 0.208 -0.056
H -1.00640 2.71488 1.44859 -0.287 -0.080 0.079
H -2.42679 3.32013 0.57003 0.066 -0.145 0.260
H -2.21297 3.69829 2.29417 0.078 -0.075 -0.231
H -5.90200 -1.75260 0.30275 0.145 -0.064 0.241
H -6.01348 -2.98719 1.57107 -0.024 0.237 -0.056
H -5.84993 -1.27704 2.01214 0.127 -0.201 -0.145
H -2.13481 -3.78088 -0.03419 -0.233 0.086 0.081
H -3.59046 -4.64628 0.50406 0.085 0.165 -0.175
H -3.67883 -3.52694 -0.87544 0.054 0.013 0.275
H -2.09255 -2.87904 3.21274 -0.209 0.030 -0.062
H -3.55561 -2.08699 3.83296 0.073 -0.151 -0.251
H -3.61351 -3.78777 3.31899 0.101 0.240 -0.022
H -5.38326 0.85321 -1.03130 0.213 -0.197 -0.162
H -5.16186 0.43791 -2.74278 -0.028 -0.062 0.233
H -5.34581 -0.84872 -1.53577 0.185 0.236 -0.065
H -1.29271 1.97102 -1.90347 -0.342 -0.023 -0.098
H -2.55344 1.98581 -3.13771 0.034 0.015 0.233
H -2.88300 2.63777 -1.51710 0.062 -0.238 -0.127
H -1.20567 -1.34455 -2.50788 -0.228 0.115 0.087
H -2.76970 -2.17844 -2.51665 0.116 0.268 0.016
H -2.43030 -0.92289 -3.72465 0.063 -0.117 0.173

***

3.
95
Properties=species:S:1:pos:R:3:forces:R:3 method="wB97M-V/def2-TZVPD" e_lumo_ev=-1.014 e_tot_ha=-2274.4594 homo_energy_ev=-7.30
Sr 1.73466 -1.78687 2.99944 -1.486 -1.635 -1.444
C -1.38903 -3.79177 2.24758 -0.347 -1.133 -0.682
C -0.09963 -4.63193 2.16318 -2.417 -4.830 -3.092
O -0.02290 -5.79101 1.60835 -1.972 2.357 0.824
O 0.90624 -4.15492 2.60621 4.996 4.347 3.371
H -1.53313 -3.30651 1.28225 0.049 0.062 -0.076
H -1.42833 -3.02011 3.01642 0.312 -0.250 0.070
H -2.21068 -4.49978 2.35578 -0.188 0.201 0.126
C -0.16037 -0.59880 -0.88477 -0.642 -0.633 -0.488
C 0.30214 -1.19999 0.42606 1.941 -1.417 -2.728
O 1.21682 -2.07712 0.40013 0.148 0.323 -0.180
O -0.09148 -0.72094 1.46548 -1.583 1.827 3.784
H 0.75622 -0.35102 -1.42010 -0.273 0.505 -0.171
H -0.91435 0.18181 -0.78341 0.605 0.605 0.354
H -0.72135 -1.26334 -1.54188 0.395 -0.756 0.109
C -4.07298 -0.17222 3.27379 -4.047 0.777 2.644
O -4.46079 -0.71188 4.27760 -0.905 -0.793 2.442
N -3.08962 -0.60282 2.63384 6.365 -2.286 -3.261
N -4.68136 0.87163 2.74378 -1.458 2.744 -1.571
H -2.64885 -0.07351 1.89517 0.198 -0.289 0.069
H -2.48762 -1.18025 3.20329 0.201 -0.248 -0.561
H -5.61202 1.13236 3.03704 0.338 -0.152 -0.024
H -4.35003 1.17042 1.83767 -0.429 0.250 0.281
C 3.43425 -2.40855 -3.99328 2.652 -1.389 -0.314
O 3.12065 -1.61343 -4.82720 -0.998 1.193 -2.543
N 2.98971 -2.39239 -2.79464 -2.327 0.886 4.525
N 4.35067 -3.39188 -4.15873 1.052 -0.575 -2.307
H 3.45650 -2.88072 -2.04382 -0.656 0.114 -0.051
H 2.29470 -1.67852 -2.62896 0.139 -0.117 0.679
H 4.80307 -3.97550 -3.46965 -0.479 0.242 -0.218
H 4.57686 -3.47116 -5.13987 0.583 -0.419 0.329
C -3.91879 0.68422 -2.02525 2.315 0.959 -4.300
O -3.83204 1.85049 -2.37304 0.099 1.066 0.271
N -3.47315 -0.32544 -2.77261 1.015 -1.333 -2.016
N -4.34697 0.24768 -0.91654 -2.532 -0.605 5.762
H -2.89221 -0.12861 -3.57502 -0.381 -0.231 -0.070
H -3.49403 -1.27496 -2.42899 0.227 0.231 -0.334
H -4.64262 -0.71519 -0.84193 -0.070 0.419 0.534
H -4.66316 0.98086 -0.29803 -0.524 -0.611 0.093
C -0.69919 -2.06808 -4.99545 -2.160 -2.291 1.091
O -1.90042 -2.26422 -5.15897 -0.813 0.882 -0.355
N -0.01520 -2.81829 -4.17818 1.010 -2.991 3.190
N 0.07036 -1.20320 -5.51626 0.843 4.610 -3.918
H 0.99466 -2.83473 -4.17577 -0.467 -0.101 0.343
H -0.60460 -3.28360 -3.50275 0.767 -0.531 -0.050
H -0.48594 -0.56057 -6.06187 0.721 0.392 -0.326
H 0.94828 -0.89990 -5.11959 -0.082 -0.003 -0.016
C 4.30486 -0.23819 0.97030 0.560 -0.925 -1.175
O 3.38302 -0.10956 2.03010 0.362 1.826 0.030
C 3.31086 1.25314 2.52154 -1.981 0.134 0.899
C 1.81926 1.61598 2.97500 2.808 -1.129 -0.968
N 1.42818 0.62615 3.96087 0.544 0.093 0.785
C 0.08142 0.79919 4.42620 -1.549 -0.320 -0.512
C -0.48892 -0.32152 5.35142 0.666 0.720 0.127
O -0.33056 -1.60874 4.78579 0.144 -1.295 -0.643
C -0.48644 -2.78965 5.63741 0.100 0.084 0.476
H 4.14368 0.42710 0.12207 -0.601 0.258 0.154
H 4.20215 -1.25136 0.58166 -0.103 -0.020 0.040
H 5.36024 -0.10668 1.20903 -0.009 0.100 0.774
H 3.60815 2.05722 1.84836 0.209 -0.574 -0.667
H 3.94049 1.36357 3.40441 0.225 -0.229 0.112
H 1.16038 1.54479 2.10960 -0.124 0.323 0.126
H 2.00729 2.61363 3.37176 -0.904 0.354 0.058
H 2.00055 0.80144 4.77437 0.509 -0.146 0.249
H -0.54378 0.88668 3.53762 -0.204 -0.833 -0.291
H -0.09734 1.81698 4.77299 0.137 -0.003 1.155
H -1.51976 0.01358 5.46632 -0.339 -0.627 0.352
H 0.00717 -0.46274 6.31166 0.005 1.074 0.407
H -1.42189 -2.85442 6.19314 -0.578 0.246 -0.845
H 0.20055 -2.91499 6.47434 0.889 1.023 -0.001
H -0.26791 -3.68719 5.05883 -0.541 0.324 -0.553
C 2.67420 1.39572 -3.99636 -0.876 0.176 -2.161
O 1.41837 0.76122 -4.00209 1.553 -2.102 1.321
C 0.31435 1.48412 -3.65500 -1.657 0.921 -0.248
C 0.30036 2.47781 -2.48701 0.194 0.303 -0.777
N -0.91059 3.25784 -2.63742 -1.650 -0.985 0.680
C -1.21840 4.18091 -1.56400 -0.217 0.597 -0.149
C -1.42808 3.58359 -0.14843 2.816 0.362 0.089
O -1.34645 4.52148 0.90934 -1.783 0.724 0.926
C -0.12067 5.13510 1.08341 0.951 0.779 -1.271
H 2.45987 2.33959 -4.49765 0.615 0.995 0.899
H 3.20567 0.91105 -4.81534 0.598 -0.513 0.661
H 3.18851 1.37507 -3.03555 -0.021 0.350 -0.107
H -0.46911 0.76670 -3.41087 -0.118 -0.251 -0.125
H 0.00507 1.96806 -4.58141 -0.452 0.708 0.112
H 1.06584 3.24630 -2.59453 0.672 -0.358 0.337
H 0.35120 1.90934 -1.55837 0.422 0.212 0.207
H -1.72769 2.67512 -2.52378 -0.276 -1.023 -1.087
H -2.16776 4.63884 -1.84173 0.158 0.418 -0.113
H -0.39695 4.88635 -1.68922 -0.206 0.590 1.059
H -0.51072 3.04243 0.08328 -0.031 -1.315 -0.496
H -2.30365 2.94846 -0.01388 -0.068 0.310 -0.236
H -0.10387 5.90532 1.85449 -0.516 -0.392 0.251
H 0.17436 5.65189 0.17019 -0.048 0.383 -0.193
H 0.73151 4.46748 1.21061 -0.021 -0.718 0.532

***

| no. | molecular weight (g mol⁻¹) |
| --- | --- |
| 1 | 868.564 |
| 2 | 807.793 |
| 3 | 712.314 |